{"formula": "C63H63F9N5", "method": "ωB97M-V/def2-TZVPD", "total_energy_ha": -3610.85499, "fmax_ev_per_a": 2.92, "e_above_lowest_kj_mol": 0.0, "charge": 1, "symbols": ["C", "C", "C", "C", "C", "C", "C", "C", "C", "C", "C", "C", "N", "N", "N", "C", "C", "C", "C", "C", "C", "C", "C", "C", "C", "C", "C", "C", "C", "C", "C", "C", "C", "F", "F", "F", "C", "C", "C", "C", "H", "H", "H", "H", "H", "H", "H", "H", "H", "H", "H", "H", "H", "H", "H", "H", "H", "H", "H", "H", "H", "H", "H", "H", "H", "H", "H", "H", "H", "H", "H", "H", "H", "H", "H", "H", "H", "H", "H", "H", "F", "C", "F", "F", "C", "N", "C", "C", "C", "C", "C", "C", "C", "C", "C", "C", "C", "C", "C", "C", "C", "N", "C", "C", "F", "F", "F", "C", "C", "C", "C", "C", "C", "C", "C", "C", "C", "H", "H", "H", "H", "H", "H", "H", "H", "H", "H", "H", "H", "H", "H", "H", "H", "H", "H", "H", "H", "H", "H", "H"], "positions_angstrom": [[-1.082, -2.097, -5.756], [0.199, -1.328, -5.442], [1.033, -1.080, -6.701], [1.019, -2.039, -4.353], [1.621, -3.252, -4.693], [2.613, -3.817, -3.896], [3.026, -3.136, -2.758], [2.397, -1.953, -2.360], [3.047, -1.165, -1.220], [4.518, -0.817, -1.492], [2.903, -1.949, 0.082], [1.269, -1.480, -3.080], [0.669, -0.192, -2.760], [1.144, 0.818, -3.542], [0.718, 1.961, -2.993], [1.168, 3.266, -3.514], [0.853, 3.683, -4.836], [0.246, 2.742, -5.881], [0.926, 2.834, -7.254], [-1.254, 2.994, -6.014], [1.005, 5.031, -5.184], [1.590, 5.944, -4.316], [2.086, 5.486, -3.104], [1.906, 4.162, -2.698], [2.531, 3.724, -1.378], [2.154, 4.658, -0.232], [4.058, 3.578, -1.494], [-0.132, 1.657, -1.917], [-0.863, 2.712, -1.259], [-1.073, 2.581, 0.125], [-1.854, 3.484, 0.820], [-2.456, 4.518, 0.115], [-3.433, 5.381, 0.849], [-3.751, 6.510, 0.160], [-4.601, 4.703, 1.082], [-2.944, 5.771, 2.067], [-2.208, 4.734, -1.234], [-1.346, 3.881, -1.906], [-0.100, 0.302, -1.689], [-0.963, -0.722, -0.871], [-1.650, -2.285, -4.836], [-1.721, -1.528, -6.444], [-0.840, -3.062, -6.220], [-0.070, -0.344, -5.047], [1.952, -0.540, -6.447], [1.308, -2.024, -7.189], [0.475, -0.468, -7.420], [1.341, -3.730, -5.634], [3.086, -4.753, -4.190], [3.874, -3.518, -2.184], [2.495, -0.219, -1.148], [4.602, -0.192, -2.391], [4.947, -0.260, -0.648], [5.110, -1.730, -1.640], [1.857, -2.262, 0.206], [3.521, -2.857, 0.083], [3.193, -1.330, 0.939], [0.420, 1.734, -5.481], [2.015, 2.729, -7.173], [0.549, 2.026, -7.894], [0.704, 3.789, -7.752], [-1.749, 2.868, -5.044], [-1.448, 4.017, -6.372], [-1.689, 2.286, -6.728], [0.647, 5.372, -6.157], [1.671, 6.997, -4.586], [2.618, 6.172, -2.446], [2.118, 2.730, -1.167], [1.069, 4.803, -0.200], [2.466, 4.211, 0.719], [2.636, 5.640, -0.329], [4.317, 2.868, -2.294], [4.540, 4.544, -1.716], [4.467, 3.194, -0.548], [-0.589, 1.748, 0.635], [-1.998, 3.346, 1.886], [-2.677, 5.556, -1.763], [-1.042, 4.092, -2.934], [-1.934, -0.805, -1.414], [-0.459, -1.685, -1.087], [0.569, 1.893, 8.070], [1.046, 1.898, 6.793], [0.077, 2.450, 5.986], [2.110, 2.773, 6.756], [1.468, 0.548, 6.281], [2.003, 0.683, 4.924], [3.358, 1.062, 4.816], [4.331, 0.383, 5.568], [5.671, 0.743, 5.459], [6.047, 1.858, 4.708], [5.062, 2.630, 4.083], [3.731, 2.216, 4.097], [1.211, 0.330, 3.846], [1.755, 0.103, 2.561], [0.926, -0.118, 1.459], [-0.446, -0.322, 1.627], [-1.430, -0.744, 0.542], [-2.203, -2.077, 1.023], [-3.500, -2.355, 0.565], [-4.358, -3.215, 1.257], [-3.914, -3.970, 2.367], [-4.807, -4.668, 3.187], [-6.230, -4.305, 3.152], [-6.771, -4.031, 4.531], [-8.051, -3.563, 4.495], [-6.781, -5.177, 5.289], [-5.995, -3.121, 5.199], [-4.551, -5.951, 3.749], [-3.755, -6.083, 4.898], [-3.660, -7.313, 5.552], [-4.350, -8.433, 5.087], [-5.155, -8.304, 3.954], [-5.268, -7.081, 3.299], [-2.547, -3.867, 2.690], [-1.719, -2.968, 2.009], [-0.972, -0.177, 2.916], [-0.189, 0.198, 3.991], [2.262, 0.203, 6.949], [0.605, -0.124, 6.281], [4.029, -0.442, 6.214], [6.426, 0.149, 5.972], [7.100, 2.140, 4.628], [5.331, 3.556, 3.571], [2.959, 2.800, 3.592], [2.841, 0.131, 2.446], [1.367, -0.229, 0.470], [-2.275, -0.019, 0.632], [-3.851, -1.858, -0.340], [-5.393, -3.317, 0.932], [-6.371, -3.406, 2.548], [-6.816, -5.157, 2.789], [-3.277, -5.187, 5.299], [-3.031, -7.393, 6.436], [-4.251, -9.400, 5.592], [-5.687, -9.173, 3.567], [-5.932, -6.981, 2.439], [-2.142, -4.464, 3.506], [-0.663, -2.952, 2.277], [-2.017, -0.441, 3.074], [-0.691, 0.424, 4.926]], "lowdin_charge": [-0.05, -0.39, -0.06, -0.12, -0.02, -0.03, -0.02, -0.11, -0.37, -0.05, -0.06, -0.07, 0.03, 0.22, 0.07, -0.07, -0.13, -0.38, -0.06, -0.05, -0.02, -0.03, -0.02, -0.13, -0.38, -0.05, -0.05, -0.08, -0.13, 0.01, 0.03, -0.11, -0.52, 0.13, 0.13, 0.13, 0.02, 0.02, -0.03, -0.05, 0.08, 0.09, 0.08, 0.09, 0.09, 0.08, 0.08, 0.12, 0.12, 0.12, 0.10, 0.08, 0.09, 0.08, 0.09, 0.10, 0.07, 0.09, 0.09, 0.08, 0.08, 0.07, 0.09, 0.09, 0.12, 0.12, 0.12, 0.12, 0.08, 0.08, 0.08, 0.08, 0.09, 0.08, 0.10, 0.14, 0.13, 0.11, 0.14, 0.13, 0.13, -0.52, 0.11, 0.12, -0.03, -0.03, -0.24, -0.02, -0.07, -0.08, -0.08, -0.02, -0.19, 0.00, -0.05, -0.24, -0.23, -0.16, -0.04, -0.01, -0.19, -0.03, -0.04, -0.53, 0.13, 0.12, 0.12, -0.23, -0.03, -0.07, -0.08, -0.07, -0.02, 0.01, -0.04, -0.03, 0.00, 0.13, 0.14, 0.12, 0.11, 0.11, 0.11, 0.12, 0.11, 0.07, 0.15, 0.11, 0.11, 0.13, 0.13, 0.12, 0.11, 0.11, 0.11, 0.11, 0.10, 0.12, 0.13, 0.10]}